1.
Molecular formula: C52H144O20
Method: DFT, ωB97M-V/def2-TZVPD

Cartesian coordinates (Å):
C1 17.480 21.208 19.521
C2 18.003 19.842 19.155
C3 18.088 18.990 20.450
O1 17.291 19.238 18.124
H1 16.538 21.164 19.983
H2 17.319 21.813 18.612
H3 18.127 21.768 20.103
H4 19.009 19.943 18.756
H5 18.585 19.624 21.248
H6 18.486 18.019 20.250
H7 17.049 18.773 20.699
H8 16.496 18.741 18.313
C4 16.016 13.940 13.161
C5 16.614 13.479 11.775
C6 17.811 14.275 11.450
O2 16.896 12.095 11.860
H9 16.827 13.966 13.860
H10 15.216 13.216 13.494
H11 15.644 14.985 13.230
H12 15.821 13.572 11.082
H13 18.679 14.009 12.054
H14 17.559 15.324 11.581
H15 18.051 14.108 10.447
H16 16.298 11.503 11.346
C7 13.135 10.942 12.094
C8 13.608 9.941 10.994
C9 12.867 10.150 9.679
O3 14.995 10.082 10.772
H17 13.255 11.943 11.758
H18 13.643 10.864 13.058
H19 12.095 10.661 12.277
H20 13.416 8.936 11.427
H21 12.896 11.222 9.365
H22 11.759 10.051 9.702
H23 13.269 9.525 8.886
H24 15.351 9.413 10.177
C10 14.820 8.989 16.497
C11 13.321 9.221 16.476
C12 13.140 10.716 16.171
O4 12.646 8.480 15.455
H25 15.277 9.440 15.622
H26 15.015 7.896 16.434
H27 15.168 9.424 17.398
H28 12.870 8.915 17.448
H29 13.941 11.308 16.598
H30 12.226 11.121 16.594
H31 13.158 10.868 15.098
H32 12.860 7.541 15.604
C13 15.021 21.491 15.733
C14 13.788 20.996 16.512
C15 13.564 19.545 16.150
O5 13.921 21.153 17.919
H33 14.717 21.481 14.682
H34 15.916 20.852 15.918
H35 15.262 22.522 15.900
H36 12.885 21.609 16.260
H37 13.357 19.376 15.098
H38 12.770 19.142 16.785
H39 14.542 19.021 16.372
H40 13.916 20.253 18.346
C16 10.055 15.822 19.959
C17 9.706 16.984 19.083
C18 9.385 18.244 19.887
O6 10.863 17.311 18.265
H41 10.714 16.252 20.698
H42 10.601 15.124 19.402
H43 9.151 15.422 20.454
H44 8.904 16.606 18.378
H45 9.041 19.028 19.206
H46 10.374 18.473 20.256
H47 8.678 18.241 20.728
H48 10.653 17.816 17.498
C19 13.220 15.911 10.661
C20 13.044 17.007 11.634
C21 13.638 18.362 11.042
O7 11.668 17.271 11.900
H49 14.250 15.836 10.290
H50 12.617 16.084 9.776
H51 13.066 14.909 11.000
H52 13.606 16.901 12.617
H53 14.619 18.141 10.631
H54 13.685 19.156 11.750
H55 13.097 18.772 10.168
H56 11.181 16.413 11.988
C22 9.930 13.342 14.619
C23 9.960 13.226 13.166
C24 8.615 13.626 12.566
O8 11.026 14.129 12.594
H57 8.918 13.075 14.912
H58 9.925 14.335 15.143
H59 10.577 12.693 15.156
H60 10.136 12.193 12.849
H61 8.683 13.846 11.497
H62 8.259 14.489 13.049
H63 7.883 12.793 12.688
H64 11.358 13.781 11.749
C25 12.365 16.493 15.214
C26 12.516 15.373 16.194
C27 13.370 14.215 15.740
O9 13.095 15.873 17.476
H65 13.426 16.686 14.942
H66 11.994 17.409 15.661
H67 11.961 16.098 14.269
H68 11.496 14.983 16.453
H69 12.904 13.638 14.954
H70 13.632 13.473 16.483
H71 14.367 14.582 15.397
H72 12.440 16.508 17.881
C28 10.907 22.551 18.555
C29 11.651 22.447 19.873
C30 12.056 23.772 20.478
O10 10.882 21.878 21.012
H73 11.610 22.982 17.846
H74 10.045 23.182 18.514
H75 10.556 21.546 18.299
H76 12.534 21.830 19.715
H77 11.175 24.402 20.661
H78 12.697 24.316 19.753
H79 12.545 23.545 21.399
H80 10.397 21.103 20.685
C31 9.456 9.066 16.574
C32 9.131 9.387 15.047
C33 7.916 10.233 14.855
O11 10.294 9.893 14.431
H81 8.580 8.706 17.140
H82 9.639 10.054 17.052
H83 10.252 8.332 16.643
H84 8.888 8.482 14.435
H85 7.725 10.379 13.808
H86 8.051 11.206 15.389
H87 7.018 9.803 15.314
H88 11.157 9.477 14.681
C34 20.307 12.236 14.959
C35 18.730 12.393 15.066
C36 18.032 11.194 15.786
O12 18.306 13.581 15.696
H89 20.737 12.974 14.272
H90 20.545 11.230 14.572
H91 20.720 12.280 15.980
H92 18.331 12.394 14.078
H93 18.312 11.026 16.807
H94 18.232 10.266 15.268
H95 16.936 11.361 15.775
H96 18.519 13.509 16.638
C37 8.964 16.759 15.186
C38 8.653 18.180 15.607
O13 9.791 18.947 15.950
H97 9.324 16.191 16.072
H98 9.754 16.701 14.444
H99 8.132 16.217 14.842
H100 8.004 18.185 16.453
H101 8.095 18.669 14.782
H102 10.256 19.186 15.137
C39 16.545 17.974 13.562
C40 17.438 17.559 14.716
O14 18.209 18.673 15.121
H103 15.933 18.829 13.805
H104 15.890 17.121 13.330
H105 17.149 18.211 12.677
H106 18.082 16.707 14.390
H107 16.922 17.237 15.640
H108 17.848 19.027 15.923
C41 12.923 11.306 20.066
C42 13.244 12.772 19.602
O15 12.241 13.270 18.725
H109 11.965 11.310 20.562
H110 13.785 11.019 20.713
H111 12.846 10.626 19.207
H112 14.230 12.995 19.090
H113 13.267 13.361 20.521
H114 12.564 14.054 18.261
C43 14.096 17.813 21.675
C44 13.340 18.266 20.498
O16 13.403 19.670 20.258
H115 13.766 16.768 21.821
H116 13.836 18.389 22.551
H117 15.215 17.771 21.521
H118 12.291 17.904 20.642
H119 13.783 17.880 19.595
H120 13.554 20.079 21.160
C45 7.854 12.957 18.041
C46 8.348 12.580 19.403
O17 9.539 11.808 19.409
H121 8.484 13.689 17.560
H122 6.899 13.411 18.185
H123 7.770 12.028 17.431
H124 7.688 12.061 19.992
H125 8.532 13.508 19.895
H126 10.333 12.318 19.225
C47 16.869 15.145 18.061
C48 15.930 15.990 18.895
O18 15.451 17.099 18.211
H127 17.660 15.673 17.575
H128 16.421 14.535 17.285
H129 17.346 14.462 18.722
H130 16.541 16.486 19.656
H131 15.073 15.439 19.350
H132 14.645 16.828 17.665
C49 10.957 12.755 23.044
C50 12.407 12.719 23.527
O19 12.744 13.995 24.097
H133 10.205 12.931 23.853
H134 10.805 11.793 22.547
H135 10.866 13.524 22.300
H136 13.062 12.505 22.683
H137 12.519 11.914 24.307
H138 12.558 14.046 25.023
C51 9.678 21.452 13.534
C52 10.395 20.466 12.688
O20 11.198 19.582 13.483
H139 9.102 22.217 12.981
H140 10.345 22.074 14.141
H141 8.928 20.923 14.197
H142 10.989 20.982 11.931
H143 9.692 19.867 12.076
H144 11.351 18.810 12.888

Values from the calculation:
Orbital gap ... 9.526 eV
ΔE to the lowest compared entry with this formula, charge and spin ... 0.000 eV
Max |F| ... 0.0608 Eh/bohr

***

2.
Molecular formula: C52H145N11O19
Method: DFT, ωB97M-V/def2-TZVPD

Cartesian coordinates (Å):
C1 1.727 -3.923 -1.154
C2 2.263 -5.260 -0.778
C3 1.990 -5.695 0.640
O1 2.494 -6.936 0.975
C4 2.137 -7.586 2.068
N1 1.861 -6.270 -1.758
H1 0.653 -4.013 -1.322
H2 2.168 -3.508 -2.061
H3 1.929 -3.200 -0.364
H4 3.343 -5.402 -0.831
H5 0.902 -5.735 0.688
H6 2.427 -4.896 1.240
H7 1.182 -8.111 2.043
H8 2.290 -7.015 2.984
H9 2.858 -8.396 2.177
H10 2.078 -7.168 -1.350
H11 0.865 -6.253 -1.591
C5 2.917 0.406 8.024
C6 1.491 0.700 7.771
C7 0.796 -0.023 6.546
O2 -0.488 0.578 6.141
C8 -0.371 1.639 5.292
N2 0.771 0.576 9.067
H12 3.392 0.533 7.052
H13 3.294 -0.470 8.552
H14 3.439 1.241 8.492
H15 1.417 1.750 7.488
H16 0.627 -1.059 6.842
H17 1.496 -0.134 5.718
H18 0.599 2.133 5.224
H19 -1.156 2.374 5.469
H20 -0.692 1.232 4.333
H21 -0.025 -0.039 8.973
H22 1.325 0.153 9.797
C9 -0.624 -4.330 5.623
C10 0.138 -3.407 4.566
C11 1.635 -3.827 4.260
O3 2.746 -3.157 4.864
C12 3.984 -3.749 4.720
N3 -0.631 -3.262 3.342
H23 -1.628 -3.913 5.703
H24 -0.219 -4.372 6.634
H25 -0.646 -5.356 5.257
H26 0.237 -2.440 5.060
H27 1.747 -3.822 3.176
H28 1.709 -4.896 4.459
H29 4.083 -4.699 5.245
H30 4.732 -3.132 5.218
H31 4.114 -3.922 3.651
H32 -0.256 -2.348 3.132
H33 -1.543 -3.056 3.724
C13 -1.433 3.191 -8.516
C14 -0.726 2.325 -7.393
C15 -1.213 2.721 -5.882
O4 -0.637 1.737 -5.077
C16 -0.434 2.176 -3.756
N4 -1.030 0.927 -7.606
H34 -2.506 3.000 -8.494
H35 -1.147 2.841 -9.507
H36 -1.128 4.231 -8.396
H37 0.336 2.422 -7.618
H38 -2.300 2.644 -5.889
H39 -0.968 3.716 -5.511
H40 0.033 1.470 -3.068
H41 -1.377 2.458 -3.289
H42 0.202 3.059 -3.686
H43 -1.033 0.529 -6.678
H44 -1.992 0.925 -7.913
C17 -2.697 6.557 -3.376
C18 -1.384 6.683 -2.517
C19 -1.372 7.663 -1.288
O5 -0.108 8.095 -0.656
C20 0.590 9.144 -1.315
N5 -0.857 5.401 -2.217
H45 -2.513 6.099 -4.348
H46 -2.996 7.553 -3.702
H47 -3.539 5.969 -3.011
H48 -0.639 7.165 -3.150
H49 -1.978 7.288 -0.464
H50 -1.892 8.513 -1.730
H51 0.111 10.110 -1.156
H52 0.800 8.989 -2.373
H53 1.620 9.137 -0.959
H54 -1.550 4.809 -1.782
H55 -0.169 5.635 -1.516
C21 -2.897 2.301 1.372
C22 -2.646 3.685 2.079
C23 -1.596 4.530 1.393
O6 -1.279 5.523 2.341
C24 -0.343 6.568 2.001
N6 -3.969 4.341 2.093
H56 -3.185 2.428 0.329
H57 -3.567 1.774 2.052
H58 -1.961 1.785 1.585
H59 -2.375 3.701 3.134
H60 -1.939 5.040 0.492
H61 -0.725 3.939 1.110
H62 0.245 6.750 2.901
H63 -0.670 7.554 1.673
H64 0.569 6.417 1.423
H65 -4.657 3.911 2.696
H66 -3.878 5.242 2.539
C25 -7.231 4.120 -1.213
C26 -6.598 2.874 -0.638
C27 -5.297 2.509 -1.342
O7 -5.664 2.184 -2.640
C28 -4.572 2.194 -3.613
N7 -6.450 3.073 0.787
H67 -6.429 4.849 -1.326
H68 -8.025 4.449 -0.543
H69 -7.654 3.805 -2.167
H70 -7.340 2.077 -0.587
H71 -4.736 1.671 -0.927
H72 -4.558 3.305 -1.254
H73 -4.189 3.212 -3.673
H74 -4.882 1.862 -4.604
H75 -3.721 1.618 -3.251
H76 -5.637 3.672 0.831
H77 -6.149 2.188 1.168
C29 3.688 0.176 3.205
C30 3.103 1.639 3.254
C31 4.346 2.581 2.829
O8 3.878 3.869 2.328
C32 3.586 4.836 3.328
N8 1.981 1.840 2.357
H78 4.453 0.011 3.964
H79 4.126 0.051 2.215
H80 2.907 -0.566 3.372
H81 2.833 1.856 4.288
H82 4.873 2.050 2.036
H83 5.052 2.647 3.657
H84 2.531 4.586 3.446
H85 3.601 5.874 2.996
H86 4.208 4.768 4.220
H87 2.272 1.439 1.477
H88 2.112 2.783 2.019
C33 -0.417 -6.714 -4.208
C34 -1.841 -6.014 -4.155
C35 -2.488 -5.897 -2.769
O9 -2.551 -7.150 -2.141
C36 -2.862 -7.169 -0.775
N9 -1.833 -4.829 -4.979
H89 -0.386 -7.750 -3.873
H90 0.123 -6.021 -3.562
H91 0.120 -6.544 -5.141
H92 -2.379 -6.701 -4.808
H93 -3.502 -5.600 -3.036
H94 -2.172 -5.087 -2.112
H95 -2.741 -8.229 -0.549
H96 -3.816 -6.724 -0.491
H97 -2.135 -6.499 -0.315
H98 -1.311 -4.010 -4.704
H99 -1.472 -5.061 -5.893
C37 6.231 0.735 -3.087
C38 5.291 1.369 -2.035
C39 3.703 0.981 -2.333
O10 2.819 1.301 -1.277
C40 2.636 2.754 -1.063
N10 5.831 0.806 -0.807
H100 6.330 -0.333 -2.893
H101 7.216 1.201 -3.102
H102 5.886 0.874 -4.112
H103 5.477 2.436 -1.909
H104 3.394 -0.061 -2.421
H105 3.294 1.366 -3.267
H106 1.778 2.783 -0.392
H107 2.544 3.426 -1.917
H108 3.532 3.185 -0.615
H109 5.570 -0.158 -0.961
H110 5.230 1.130 -0.062
C41 7.152 -3.097 -3.529
C42 7.108 -3.964 -2.230
C43 5.934 -3.662 -1.175
O11 6.028 -2.404 -0.590
C44 7.111 -2.156 0.319
N11 7.281 -5.349 -2.618
H111 7.242 -2.018 -3.402
H112 6.280 -3.181 -4.179
H113 8.058 -3.438 -4.029
H114 8.011 -3.579 -1.755
H115 5.854 -4.509 -0.493
H116 4.993 -3.636 -1.724
H117 7.007 -2.787 1.202
H118 6.929 -1.239 0.880
H119 8.156 -2.215 0.014
H120 8.224 -5.383 -2.979
H121 6.660 -5.598 -3.374
C45 -7.001 -1.281 -1.259
C46 -6.919 -1.607 0.207
O12 -6.675 -0.342 0.912
O13 -8.154 -0.463 -1.435
H122 -7.157 -2.187 -1.845
H123 -6.136 -0.695 -1.570
H124 -6.108 -2.324 0.336
H125 -7.864 -1.863 0.687
H126 -7.077 0.365 0.403
H127 -8.605 -0.503 -2.282
C47 -1.072 -1.571 -3.708
C48 -2.353 -1.330 -4.633
O14 -3.339 -2.359 -4.582
O15 -0.284 -2.747 -4.174
H128 -1.568 -1.803 -2.765
H129 -0.388 -0.733 -3.580
H130 -2.018 -0.997 -5.615
H131 -3.006 -0.507 -4.342
H132 -2.905 -3.209 -4.682
H133 0.625 -2.439 -4.168
C49 0.313 -0.704 1.252
C50 -0.415 -0.373 -0.061
O16 -0.045 0.903 -0.528
O17 1.733 -0.750 1.150
H134 -0.141 -1.643 1.569
H135 0.026 0.109 1.918
H136 -1.467 -0.649 0.012
H137 -0.095 -1.138 -0.768
H138 0.892 0.827 -0.726
H139 2.057 -0.248 1.901
C51 -3.226 -1.055 3.894
C52 -4.490 -0.139 4.110
O18 -4.395 0.762 5.254
O19 -3.088 -2.101 4.846
H140 -2.396 -0.350 3.852
H141 -3.370 -1.463 2.893
H142 -5.406 -0.716 4.237
H143 -4.752 0.471 3.245
H144 -4.076 0.365 6.068
H145 -3.985 -2.400 5.011

Values from the calculation:
Orbital gap ... 8.932 eV
ΔE to the lowest compared entry with this formula, charge and spin ... 9.036 eV
Max |F| ... 0.0846 Eh/bohr